ORCA calculation (ωB97M-V/def2-TZVPD) on a structure of composition C37H43CdNO2P at a distorted geometry.

Cartesian coordinates (Å):
1 Cd 1.03 -0.51 0.18
2 P 0.61 0.60 3.44
3 O 0.86 -0.24 -5.88
4 O 0.30 1.55 -4.39
5 N 0.55 0.66 1.86
6 C -0.18 -1.90 4.53
7 C 0.79 0.94 -6.77
8 C 4.13 -1.28 4.55
9 C -2.73 -0.82 1.05
10 C -1.88 -0.20 4.43
11 C 0.12 2.71 -3.56
12 C 2.25 0.25 4.18
13 C 1.96 -2.91 0.25
14 C 2.92 -0.96 3.91
15 C -0.47 4.52 4.08
16 C -0.08 3.30 3.49
17 C -2.91 -0.50 -1.22
18 C -2.38 0.69 -0.64
19 C -0.69 4.59 5.46
20 C -3.10 -1.44 -0.17
21 C 4.13 0.88 5.61
22 C 0.10 2.15 4.27
23 C -2.81 -1.08 4.98
24 C 0.88 -3.62 0.84
25 C -0.82 0.70 -3.98
26 C -1.11 -2.78 5.10
27 C -0.68 -1.78 -6.98
28 C 1.87 -1.88 -7.28
29 C -0.51 3.45 6.25
30 C -1.39 3.00 -3.63
31 C 0.14 -2.80 -1.18
32 C 4.73 -0.36 5.42
33 C -0.21 -3.58 -0.06
34 C 0.63 -1.03 -7.09
35 C -0.54 -0.58 4.23
36 C -2.42 -2.38 5.33
37 C 1.50 -2.36 -1.02
38 C 0.55 0.17 -8.04
39 C -2.27 0.49 0.76
40 C 2.92 1.20 4.98
41 C -0.12 2.24 5.66
42 C -2.07 1.59 -3.84
43 H -1.74 3.44 -2.68
44 H 1.36 0.25 -8.77
45 H -0.69 3.53 7.33
46 H 4.61 -2.24 4.39
47 H 2.51 2.20 5.10
48 H 2.99 -3.00 0.59
49 H 0.85 -4.13 1.80
50 H -0.61 5.40 3.45
51 H -2.11 1.61 -1.16
52 H -0.50 -2.61 -2.04
53 H -0.42 0.36 -8.51
54 H -3.83 -0.76 5.13
55 H 2.76 -1.26 -7.14
56 H 2.13 -1.93 -1.80
57 H -0.61 0.15 -3.02
58 H -1.49 -1.10 -6.69
59 H -2.66 1.53 -4.75
60 H -0.97 -0.07 -4.75
61 H -2.21 0.80 4.16
62 H -0.56 -2.58 -6.24
63 H -0.97 -2.23 -7.93
64 H 4.59 1.63 6.26
65 H -1.67 3.64 -4.49
66 H 5.65 -0.61 5.97
67 H 0.83 -2.26 4.35
68 H -3.14 -3.07 5.78
69 H 0.45 2.50 -2.51
70 H -1.15 -4.11 0.07
71 H 1.72 1.51 -6.77
72 H 1.84 -2.67 -6.53
73 H -2.78 1.29 -3.07
74 H -1.89 1.23 1.46
75 H -3.46 -2.46 -0.29
76 H 0.09 3.21 2.42
77 H -0.05 1.56 -6.48
78 H 0.00 1.38 6.33
79 H -2.77 -1.27 2.04
80 H 0.79 3.45 -4.03
81 H 1.94 -2.34 -8.26
82 H -0.99 5.55 5.90
83 H -3.13 -0.68 -2.27
84 H 2.52 -1.69 3.19
85 H -0.80 -3.80 5.34

Its largest force on an atom is 0.0617 hartree/bohr. Its net charge is -1. For the HOMO-LUMO gap, the calculation gives 5.27 eV. The value obtained for the calculated total energy is -58500.8728 eV. Its spin multiplicity is 1.

These are the Mulliken partial charges, in e, on atoms 1 to 2: 0.66, 1.29


ORCA calculation (ωB97M-V/def2-TZVPD) on the molecule C4H7NO at a distorted geometry.

Cartesian coordinates (Å):
1 O -1.42 -0.08 -0.13
2 N -0.88 1.18 -0.09
3 C 0.39 1.32 0.05
4 C 1.45 0.21 0.12
5 C -0.59 -1.14 0.29
6 C 0.81 -1.10 -0.30
7 H -1.15 -2.03 -0.05
8 H 1.83 0.13 1.13
9 H 0.74 2.34 0.11
10 H 1.35 -1.99 0.03
11 H 0.69 -1.12 -1.39
12 H -0.57 -1.16 1.38
13 H 2.26 0.52 -0.55

Its largest force on an atom is 0.0254 hartree/bohr. Its net charge is 0. The calculation puts the energy above the lowest of the compared OMol25 structures with the same formula, charge and spin at 2.5706 eV. For the HOMO-LUMO gap, the calculation gives 10.39 eV. Its SMILES is C1=NOCCC1. The value obtained for the calculated total energy is -7797.0737 eV. Its spin multiplicity is 1.

These are the natural (NBO) partial charges, in e, on atoms 1 to 2: -0.36, -0.10


ORCA calculation (ωB97M-V/def2-TZVPD) on a structure of composition C10H31LiNO6 at a distorted geometry.

Cartesian coordinates (Å):
1 O 45.64 23.39 0.52
2 O 48.80 17.08 2.27
3 O 43.40 24.54 2.01
4 O 44.47 21.40 2.62
5 O 43.99 20.85 1.07
6 O 41.91 22.92 1.30
7 N 45.53 18.73 1.78
8 C 42.19 23.99 0.55
9 C 46.70 22.87 1.10
10 C 43.37 21.17 3.46
11 C 43.24 19.64 1.37
12 C 50.03 17.61 2.49
13 C 43.93 24.83 3.34
14 C 44.15 18.44 1.22
15 C 47.88 18.26 2.16
16 C 43.95 21.05 -0.42
17 C 46.44 17.68 1.67
18 Li 43.80 22.42 0.79
19 H 46.58 21.90 1.08
20 H 41.07 22.80 1.63
21 H 46.58 17.56 0.47
22 H 42.24 23.89 -0.70
23 H 47.88 18.57 3.19
24 H 42.77 20.60 2.86
25 H 50.73 16.89 2.82
26 H 44.58 22.11 -0.52
27 H 44.50 23.94 3.89
28 H 44.34 20.19 -1.06
29 H 50.39 18.16 1.64
30 H 45.22 20.94 2.81
31 H 50.02 18.44 3.26
32 H 42.82 22.00 3.46
33 H 44.83 25.62 3.24
34 H 45.90 17.17 2.36
35 H 48.08 19.01 1.41
36 H 42.47 19.54 0.84
37 H 42.95 25.15 3.95
38 H 42.80 19.69 2.34
39 H 44.29 18.21 0.18
40 H 46.70 23.09 2.08
41 H 42.86 21.37 -0.89
42 H 45.74 19.38 1.04
43 H 43.24 24.42 0.61
44 H 41.36 24.60 0.50
45 H 43.54 20.90 4.53
46 H 45.78 24.28 0.17
47 H 47.65 23.20 0.71
48 H 43.53 25.40 1.66
49 H 43.85 17.56 1.74

Its largest force on an atom is 0.2429 hartree/bohr. Its net charge is +1. The calculation puts the energy above the lowest of the compared OMol25 structures with the same formula, charge and spin at 9.5974 eV. For the HOMO-LUMO gap, the calculation gives 8.99 eV. The value obtained for the calculated total energy is -24831.0111 eV. Its spin multiplicity is 1.

These are the natural (NBO) partial charges, in e, on atoms 1 to 2: -0.74, -0.52


ORCA calculation (ωB97M-V/def2-TZVPD) on the ion C3H6N3O with charge +1 at a distorted geometry.

Cartesian coordinates (Å):
1 O -2.27 1.69 0.07
2 N 1.15 1.35 0.18
3 N -1.53 0.88 -0.25
4 N 0.53 -0.12 -0.06
5 C -0.81 -0.16 0.02
6 C 2.38 1.45 0.02
7 C -1.39 -1.53 0.07
8 H 1.11 -0.79 -0.56
9 H 2.94 0.52 -0.08
10 H -2.30 -1.59 -0.68
11 H -1.68 -1.84 1.01
12 H -0.74 -2.36 -0.02
13 H 2.59 2.51 0.28

Its largest force on an atom is 0.0913 hartree/bohr. Its net charge is +1. The calculation puts the energy above the lowest of the compared OMol25 structures with the same formula, charge and spin at 6.0707 eV. For the HOMO-LUMO gap (alpha / beta), the calculation gives 8.23 / 8.24 eV. Its SMILES is C=N/[NH+]=C(/C)N=O. The value obtained for the calculated total energy is -9712.6594 eV. Its spin multiplicity is 1.

These are the natural (NBO) partial charges, in e, on atoms 1 to 2: -0.01, -0.22


ORCA calculation (ωB97M-V/def2-TZVPD) on a structure of composition C8H12CaN4O5S4 at a distorted geometry.

Cartesian coordinates (Å):
1 Ca -0.15 0.43 0.05
2 S -0.22 -2.19 -0.28
3 S -0.89 5.21 1.40
4 S -2.44 0.10 -2.53
5 S 2.05 0.34 4.37
6 O 1.01 -1.31 -0.54
7 O 0.19 -3.48 0.21
8 O -1.04 -2.18 -1.49
9 O -0.99 -1.41 0.79
10 O -1.38 0.91 -1.77
11 N -0.43 2.76 0.83
12 N 1.17 0.77 2.01
13 N -1.67 3.85 -0.81
14 N 2.22 -1.31 2.24
15 C 0.00 4.27 2.54
16 C -3.43 1.36 -3.30
17 C 0.87 1.90 2.76
18 C 0.14 3.01 2.09
19 C 1.77 -0.14 2.73
20 C -1.00 3.84 0.38
21 C -3.58 -0.39 -1.27
22 C 1.26 1.85 4.05
23 H 1.94 -1.54 1.28
24 H 0.37 4.70 3.46
25 H -1.80 4.73 -1.28
26 H -3.83 0.49 -0.68
27 H 1.13 2.58 4.82
28 H -3.77 2.07 -2.54
29 H -4.28 0.90 -3.79
30 H -4.47 -0.80 -1.75
31 H -1.57 3.02 -1.38
32 H 2.30 -2.09 2.86
33 H -3.09 -1.16 -0.66
34 H -2.81 1.85 -4.05

Its largest force on an atom is 0.0241 hartree/bohr. Its net charge is 0. The calculation puts the energy above the lowest of the compared OMol25 structures with the same formula, charge and spin at 0.2275 eV. For the HOMO-LUMO gap, the calculation gives 8.32 eV. The value obtained for the calculated total energy is -86472.9975 eV. Its spin multiplicity is 1.

These are the natural (NBO) partial charges, in e, on atoms 1 to 2: 1.79, 2.53


ORCA calculation (ωB97M-V/def2-TZVPD) on a cluster of 4 separate species, CH12N2O3 in total.

Cartesian coordinates (Å):
1 O 0.29 2.12 1.73
2 O 1.81 2.51 -0.67
3 O -2.98 -1.78 -2.83
4 N -0.55 -0.56 0.94
5 N 1.32 -0.83 -0.53
6 C 0.71 -1.29 0.68
7 H -0.40 2.39 2.34
8 H 1.34 -1.16 1.57
9 H 0.52 -2.35 0.63
10 H -3.93 -1.65 -2.86
11 H -2.60 -0.94 -3.08
12 H 1.48 0.18 -0.52
13 H -1.29 -0.95 0.36
14 H 0.84 2.50 -0.61
15 H 2.06 2.71 0.24
16 H -0.84 -0.88 1.87
17 H 2.23 -1.25 -0.66
18 H 0.01 1.23 1.42

Its largest force on an atom is 0.0132 hartree/bohr. Its net charge is 0. The calculation puts the energy above the lowest of the compared OMol25 structures with the same formula, charge and spin at 0.3147 eV. For the HOMO-LUMO gap, the calculation gives 10.01 eV. Its SMILES is NCN.O.O.O. The value obtained for the calculated total energy is -10354.4473 eV. Its spin multiplicity is 1.

These are the natural (NBO) partial charges, in e, on atoms 1 to 2: -1.00, -0.95


ORCA calculation (ωB97M-V/def2-TZVPD) on the molecule C3H6N2S2 at a distorted geometry.

Cartesian coordinates (Å):
1 S 3.75 -0.23 0.06
2 S -1.18 -1.74 -0.05
3 N 1.20 -0.12 0.12
4 N 0.06 0.62 0.02
5 C -2.40 0.64 -0.02
6 C 2.22 0.35 -0.48
7 C -1.05 0.03 0.00
8 H 3.06 -0.88 1.16
9 H -2.78 0.67 1.00
10 H 0.16 -1.91 0.32
11 H 2.27 1.06 -1.32
12 H -2.97 -0.15 -0.61
13 H -2.34 1.66 -0.20

Its largest force on an atom is 0.0530 hartree/bohr. Its net charge is 0. The calculation puts the energy above the lowest of the compared OMol25 structures with the same formula, charge and spin at 2.3807 eV. For the HOMO-LUMO gap, the calculation gives 9.20 eV. Its SMILES is C/C(S)=N/N=C/S. The value obtained for the calculated total energy is -27856.7162 eV. Its spin multiplicity is 1.

These are the natural (NBO) partial charges, in e, on atoms 1 to 2: 0.03, -0.08


ORCA calculation (ωB97M-V/def2-TZVPD) on a cluster of 2 separate species, C5H10O in total at a distorted geometry.

Cartesian coordinates (Å):
1 O -1.07 -1.48 2.88
2 C -1.05 -0.51 -0.77
3 C 0.22 1.47 1.02
4 C 1.10 -0.37 -2.09
5 C 0.20 0.00 -0.96
6 C 0.78 1.08 -0.15
7 H -1.70 -1.62 3.61
8 H 1.64 1.61 -0.56
9 H 0.85 0.22 -2.98
10 H 0.69 2.20 1.65
11 H -1.11 -0.51 2.86
12 H -0.44 0.68 1.36
13 H 2.15 -0.13 -1.84
14 H -1.88 -0.02 -0.18
15 H -1.47 -1.21 -1.50
16 H 1.09 -1.41 -2.35

Its largest force on an atom is 0.0595 hartree/bohr. Its net charge is 0. The calculation puts the energy above the lowest of the compared OMol25 structures with the same formula, charge and spin at 2.0512 eV. For the HOMO-LUMO gap, the calculation gives 9.33 eV. Its SMILES is C=CC(=C)C.O. The value obtained for the calculated total energy is -7392.7141 eV. Its spin multiplicity is 1.

These are the natural (NBO) partial charges, in e, on atoms 1 to 2: -0.92, -0.39


Q: Which formula does entry 3 have?
A: C10H31LiNO6


Copy entry 4 word for word.
ORCA calculation (ωB97M-V/def2-TZVPD) on the ion C3H6N3O with charge +1 at a distorted geometry.

Cartesian coordinates (Å):
1 O -2.27 1.69 0.07
2 N 1.15 1.35 0.18
3 N -1.53 0.88 -0.25
4 N 0.53 -0.12 -0.06
5 C -0.81 -0.16 0.02
6 C 2.38 1.45 0.02
7 C -1.39 -1.53 0.07
8 H 1.11 -0.79 -0.56
9 H 2.94 0.52 -0.08
10 H -2.30 -1.59 -0.68
11 H -1.68 -1.84 1.01
12 H -0.74 -2.36 -0.02
13 H 2.59 2.51 0.28

Its largest force on an atom is 0.0913 hartree/bohr. Its net charge is +1. The calculation puts the energy above the lowest of the compared OMol25 structures with the same formula, charge and spin at 6.0707 eV. For the HOMO-LUMO gap (alpha / beta), the calculation gives 8.23 / 8.24 eV. Its SMILES is C=N/[NH+]=C(/C)N=O. The value obtained for the calculated total energy is -9712.6594 eV. Its spin multiplicity is 1.

These are the natural (NBO) partial charges, in e, on atoms 1 to 2: -0.01, -0.22